Record 1
# C34H41As2Cl5N4NaO7Sb

A molecular structure, C34H41As2Cl5N4NaO7Sb in a non-equilibrium geometry (ωB97M-V/def2-TZVPD, the Open Molecules 2025 dataset).

Summary:
HOMO: -2.328 eV
Total charge: -2

Atoms and positions in Å:
Na 1.2804 -0.4533 0.7726
O 2.3813 -5.9887 -2.3429
C 2.0349 -4.8124 -1.7303
C 2.9821 -4.0224 -1.0966
C 2.5626 -2.8446 -0.4986
N 1.2963 -2.4293 -0.5313
C 0.3788 -3.2170 -1.1032
C 0.7071 -4.4191 -1.7129
C -1.1027 -2.7888 -1.0057
O -1.9384 -3.5626 -1.5001
O -1.3207 -1.6992 -0.4086
C 3.5280 -2.0233 0.3730
O 4.7194 -1.9850 0.0341
O 2.9668 -1.5293 1.3860
H 3.3332 -6.0886 -2.2536
H 4.0301 -4.2962 -1.0442
H -0.0741 -5.0358 -2.1348
C -0.8898 1.2482 3.7819
As -1.7338 0.3365 2.2622
C -3.3852 1.4736 2.3584
C -2.3646 -1.1613 3.3805
C -3.5797 -1.1767 4.0607
C -3.9168 -2.2182 4.9131
C -3.0279 -3.2656 5.1004
C -1.8199 -3.2644 4.4182
C -1.4737 -2.2325 3.5523
As 0.2232 -2.1975 2.5292
C 1.4286 -2.3430 4.0709
C 0.2584 -4.1128 2.0874
H -1.6058 1.3945 4.5938
H -0.5039 2.2096 3.4422
H -0.0463 0.6565 4.1317
H -3.7046 1.6484 3.3872
H -4.2046 1.0257 1.7943
H -3.1459 2.4409 1.9120
H -4.2892 -0.3669 3.9360
H -4.8671 -2.2071 5.4363
H -3.2779 -4.0788 5.7730
H -1.1384 -4.0929 4.5814
H 1.1046 -3.0845 4.8043
H 1.5269 -1.3684 4.5497
H 2.4022 -2.6160 3.6640
H 0.1982 -4.7570 2.9657
H 1.1967 -4.3179 1.5695
H -0.5682 -4.3403 1.4133
Cl 6.2541 4.5113 1.3235
C 4.9057 3.4539 1.5708
C 4.2701 2.8344 0.4922
Cl 4.8615 3.1275 -1.1052
C 3.1912 1.9970 0.6819
Cl 2.4340 1.2435 -0.6698
C 2.6398 1.6959 1.9746
O 1.6522 0.9543 2.1592
C 3.3474 2.3440 3.0415
Cl 2.7837 2.0034 4.6369
C 4.4229 3.1897 2.8523
Cl 5.1888 3.9493 4.2068
C 0.9344 -0.9908 -5.7367
C 1.4412 -0.8219 -4.3078
Sb 0.0933 -0.0203 -2.7468
C -1.7322 -0.7856 -3.7248
C -2.5077 0.1256 -4.6687
C 0.1524 2.0687 -3.5051
C 0.0257 2.4573 -4.9749
H 1.7317 -1.3657 -6.3883
H 0.5801 -0.0489 -6.1566
H 0.1145 -1.7093 -5.7819
H 2.3253 -0.1788 -4.2854
H 1.7496 -1.7944 -3.9134
H -2.3658 -1.1121 -2.8992
H -1.4316 -1.6971 -4.2438
H -2.7294 1.0891 -4.1999
H -3.4613 -0.3296 -4.9594
H -1.9436 0.3159 -5.5827
H 1.1213 2.4088 -3.1285
H -0.6008 2.6016 -2.9192
H 0.7940 1.9724 -5.5787
H 0.1537 3.5397 -5.0946
H -0.9513 2.2005 -5.3815
C -0.7133 5.9240 0.2397
N -1.2241 4.6247 -0.1449
C -2.3314 4.4690 -0.8929
C -2.8016 3.2440 -1.2092
C -2.0684 2.1130 -0.7078
N -0.9437 2.2586 -0.0294
C -0.4530 3.4811 0.2761
O 0.5706 3.7200 0.8834
N -2.5255 0.8733 -0.9191
H -1.2941 6.7109 -0.2404
H 0.3344 5.9991 -0.0468
H -0.7654 6.0366 1.3235
H -2.8224 5.3756 -1.2266
H -3.6795 3.1241 -1.8275
H -1.9958 0.0531 -0.5883
H -3.2923 0.7273 -1.5494

Forces on atoms 1 to 3 (eV/Å):
-1.417 -0.483 -0.983
-0.143 -0.029 -0.027
0.092 0.190 0.181

***

Record 2
# C34H41CeF6NO6P2S2Si2

A molecular structure, C34H41CeF6NO6P2S2Si2 in a non-equilibrium geometry (ωB97M-V/def2-TZVPD, the Open Molecules 2025 dataset).

Summary:
HOMO (spin up / spin down): -9.898 / -9.888 eV
Total charge: +1
Relative energy (zero: lowest compared OMol25 entry of this formula, charge and spin): 33.3 kJ/mol
2S+1: 2

Atoms and positions in Å:
Ce 1.8338 -0.2809 0.0798
F 6.8519 -2.6537 -1.5968
C 6.3382 -1.8226 -0.7031
F 6.8770 -1.9687 0.4885
F 6.5394 -0.5447 -1.1125
S 4.4416 -1.9560 -0.4889
O 3.6589 -1.6399 -1.6681
O 4.2191 -0.9104 0.4828
N 4.3109 -3.3438 0.0963
S 3.0000 -3.7429 0.8970
O 2.0385 -2.6733 0.8147
O 3.2375 -4.3806 2.1247
C 2.3694 -5.0183 -0.2859
F 1.8626 -4.3909 -1.3396
F 3.1525 -5.9708 -0.6358
F 1.3430 -5.6608 0.3866
O -0.1289 1.1269 0.4883
P -1.6136 0.9756 0.4516
C -2.1424 -0.7699 0.7231
P -1.4080 -1.8410 -0.5555
O -0.0640 -1.2727 -0.9917
C -1.5121 -3.5039 0.1782
C -1.5757 -4.5910 -0.7197
C -1.7638 -5.8708 -0.2149
C -1.7609 -6.0618 1.1511
C -1.5586 -4.9940 2.0739
C -1.4512 -3.7413 1.5395
C -2.5682 -1.8719 -1.8927
C -3.8780 -2.3418 -1.6745
C -4.7367 -2.4067 -2.7211
C -4.3579 -2.0583 -4.0097
C -3.0831 -1.5703 -4.2262
C -2.2370 -1.4097 -3.1564
C -2.3127 1.6443 -1.0724
C -3.6851 1.9062 -1.2986
C -4.1230 2.2766 -2.5504
C -3.2307 2.4018 -3.5877
C -1.8590 2.1749 -3.3884
C -1.4410 1.6845 -2.1626
C -2.4294 1.7320 1.8579
C -1.8980 2.8382 2.5145
C -2.5990 3.4480 3.5221
C -3.8541 2.9562 3.8891
C -4.4273 1.9529 3.2052
C -3.6726 1.2851 2.2038
H -3.2223 -0.8996 0.6768
H -1.7666 -0.9929 1.7512
H -1.5772 -4.3614 -1.8027
H -1.9374 -6.6910 -0.8881
H -1.8417 -7.0393 1.5810
H -1.6331 -5.0857 3.1476
H -1.3672 -2.8950 2.1742
H -4.2392 -2.6987 -0.7226
H -5.7392 -2.7546 -2.5293
H -4.9669 -2.1751 -4.8910
H -2.7247 -1.2384 -5.1934
H -1.2191 -1.0836 -3.4641
H -4.3774 1.8369 -0.4694
H -5.1933 2.5287 -2.7531
H -3.5893 2.7361 -4.5534
H -1.1563 2.2588 -4.2103
H -0.4335 1.3485 -1.9962
H -0.8601 3.1105 2.2743
H -2.1414 4.2883 4.0605
H -4.4831 3.5465 4.5890
H -5.3815 1.5361 3.4401
H -4.0799 0.3626 1.8061
C 1.9230 0.2397 2.7857
Si 2.7934 1.8741 2.1228
C 1.8229 3.2613 2.8983
C 4.4688 1.7177 2.9760
C 3.0319 1.9999 0.2418
Si 2.5120 3.4073 -0.8762
C 0.7610 4.0718 -0.5659
C 3.7181 4.8132 -0.7899
C 2.5945 2.8288 -2.6974
H 1.6919 0.3190 3.8650
H 2.5326 -0.6569 2.6660
H 0.8951 0.1901 2.3640
H 1.8889 4.2633 2.4243
H 2.2872 3.3915 3.9180
H 0.7701 3.0720 2.9650
H 4.3123 1.6081 4.0520
H 5.1949 2.4597 2.6937
H 4.9146 0.7710 2.6908
H 4.0819 1.7418 0.1348
H 0.6176 5.1281 -0.7206
H 0.4860 3.8756 0.4689
H 0.0800 3.4995 -1.2678
H 3.8513 5.0943 0.2716
H 3.4589 5.6923 -1.4294
H 4.6793 4.3239 -1.0655
H 1.7541 2.2721 -3.0538
H 3.4899 2.1763 -2.9365
H 2.6159 3.7868 -3.2786

Forces on atoms 1 to 3 (eV/Å):
0.315 0.935 -0.604
-0.307 0.152 0.547
-0.683 1.177 -0.787

***

Record 3
# C34H41Cl69N2O3

24 unconnected molecules or ions with the total composition C34H41Cl69N2O3 in a non-equilibrium geometry (ωB97M-V/def2-TZVPD, the Open Molecules 2025 dataset).

Summary:
HOMO: -9.279 eV
Relative energy (zero: lowest compared OMol25 entry of this formula, charge and spin): 0.0 kJ/mol

Atoms and positions in Å:
C 2.3446 0.0954 2.7350
C 2.3629 -1.0736 1.7636
O 2.7939 -0.7733 0.4492
C 1.7746 -0.8774 -0.5307
C 1.8635 -2.1230 -1.3849
O 0.9804 -3.1513 -0.9773
C 1.4683 -3.9174 0.1035
C 0.3051 -4.2691 1.0219
O -0.5613 -3.1763 1.2228
C -1.6909 -3.2302 0.4067
C -2.2667 -1.7747 0.2794
C -1.6378 -0.8485 1.2072
N -1.1424 -0.1917 1.9882
C -3.7784 -1.8323 0.6301
C -4.4603 -0.6206 0.2495
N -5.0715 0.2782 -0.0701
H 2.4367 -0.3294 3.7267
H 1.4377 0.6742 2.6895
H 3.1846 0.7685 2.6273
H 3.0535 -1.8041 2.1795
H 1.3936 -1.5577 1.7829
H 0.7844 -0.7423 -0.1081
H 1.9317 -0.0499 -1.2205
H 1.5331 -1.8259 -2.3691
H 2.8875 -2.4826 -1.4890
H 1.8288 -4.8608 -0.3106
H 2.2937 -3.4632 0.6342
H -0.1961 -5.1659 0.6751
H 0.7282 -4.4923 1.9943
H -1.4439 -3.5296 -0.6045
H -2.4474 -3.9273 0.7770
H -2.1391 -1.4191 -0.7263
H -3.8236 -1.9694 1.7016
H -4.1513 -2.7087 0.1157
C 3.9574 -1.1262 -4.6955
Cl 5.0352 0.1414 -4.1247
Cl 4.0991 -2.5539 -3.6579
Cl 2.2877 -0.5584 -4.7481
H 4.2541 -1.4042 -5.6981
C -0.0353 3.6545 1.3880
Cl 0.8190 3.8191 2.9332
Cl 0.0892 5.1548 0.4587
Cl 0.5971 2.2909 0.4449
H -1.0810 3.4697 1.5962
C -4.8378 1.1624 -4.7107
Cl -6.4286 0.8588 -5.4081
Cl -3.8511 -0.2950 -4.7897
Cl -4.0385 2.5016 -5.5381
H -4.9627 1.4306 -3.6720
C -0.1548 7.5069 3.6675
Cl -1.3420 8.8154 3.6647
Cl 1.4793 8.1477 3.8840
Cl -0.5513 6.3151 4.9093
H -0.1932 7.0122 2.7055
C 4.7741 6.1946 5.5360
Cl 3.3708 5.5218 4.7203
Cl 6.1051 5.0349 5.5705
Cl 5.2702 7.6960 4.7605
H 4.4946 6.4149 6.5593
C 6.4907 -4.9905 -4.9842
Cl 8.1218 -4.4684 -4.5668
Cl 6.1431 -4.6563 -6.6830
Cl 6.2703 -6.7054 -4.6289
H 5.7937 -4.4255 -4.3835
C 3.8822 10.7231 7.0000
Cl 5.5083 11.2841 7.3896
Cl 3.5108 11.0120 5.3003
Cl 3.7056 9.0120 7.3964
H 3.1771 11.2814 7.6001
C -4.8642 -6.4749 0.3578
Cl -3.3010 -7.2496 0.1060
Cl -4.6631 -4.8675 1.0789
Cl -5.7505 -6.3738 -1.1653
H -5.4373 -7.0740 1.0525
C -9.4150 -6.0340 0.9645
Cl -7.7776 -5.6245 1.4868
Cl -9.6215 -5.6650 -0.7462
Cl -9.7660 -7.7336 1.2851
H -10.1119 -5.4307 1.5308
C 12.1979 -5.3878 -5.6002
Cl 11.8605 -4.4407 -4.1485
Cl 13.7371 -6.2362 -5.4440
Cl 10.8894 -6.5254 -5.9229
H 12.2700 -4.7078 -6.4377
C -2.5387 -4.3970 -3.5451
Cl -1.6668 -5.7247 -2.7791
Cl -4.2626 -4.4820 -3.1685
Cl -1.8423 -2.8459 -3.0644
H -2.4236 -4.4926 -4.6165
C 8.4141 6.4877 8.1601
Cl 6.9286 7.3448 7.7563
Cl 9.7387 7.0245 7.1266
Cl 8.8208 6.7151 9.8607
H 8.2540 5.4319 7.9852
C -6.7477 -7.1332 -5.8768
Cl -8.0950 -6.0791 -6.3218
Cl -5.3227 -6.7571 -6.8497
Cl -6.3969 -6.9820 -4.1509
H -7.0295 -8.1592 -6.0700
C -0.1518 2.9292 -5.6152
Cl 1.4744 3.4481 -5.1709
Cl -0.4687 3.2533 -7.3193
Cl -0.3779 1.2168 -5.2533
H -0.8609 3.4940 -5.0256
C 7.5134 1.8137 -1.1707
Cl 9.1524 2.2733 -0.7129
Cl 7.2348 2.1344 -2.8876
Cl 7.2114 0.1179 -0.8023
H 6.8188 2.4149 -0.6001
C -9.8809 -2.4596 -8.0525
Cl -9.9673 -3.9916 -7.1744
Cl -11.4823 -1.9757 -8.6095
Cl -9.1510 -1.2056 -7.0552
H -9.2472 -2.6011 -8.9172
C -13.1279 1.2708 -9.7561
Cl -14.4556 2.3522 -10.1815
Cl -11.7463 1.5295 -10.8226
Cl -12.6625 1.4831 -8.0692
H -13.4681 0.2525 -9.8869
C 11.0025 10.3274 10.8163
Cl 9.5419 10.5531 9.8515
Cl 11.3109 8.6119 11.0840
Cl 12.3876 11.0985 10.0416
H 10.8486 10.7974 11.7777
C 1.3053 4.4409 8.4828
Cl -0.1307 3.7518 7.7415
Cl 2.6268 3.2702 8.5134
Cl 1.8035 5.9115 7.6502
H 1.0573 4.6993 9.5029
C -3.4568 0.8545 5.6337
Cl -3.2363 -0.6377 6.5515
Cl -5.1259 1.0095 5.0886
Cl -2.9827 2.2435 6.5875
H -2.8185 0.8108 4.7653
C -11.9341 -2.0939 -1.0425
Cl -13.3413 -1.1312 -1.4897
Cl -12.2206 -2.9453 0.4804
Cl -11.5188 -3.2305 -2.3233
H -11.0972 -1.4238 -0.9011
C 9.4999 1.2641 -5.8775
Cl 11.1369 1.7255 -5.4110
Cl 9.2241 1.5871 -7.5911
Cl 9.1984 -0.4323 -5.5045
H 8.8056 1.8632 -5.3049
C -2.9566 -5.0534 5.0197
Cl -2.3280 -4.3807 3.5160
Cl -4.4303 -5.9828 4.7231
Cl -1.7389 -6.0522 5.8114
H -3.2031 -4.2327 5.6800

Forces on atoms 1 to 3 (eV/Å):
0.109 -0.124 -0.062
0.469 -0.048 0.724
-0.548 0.040 0.143

***

Record 4
# C34H41ClN4P2Ru

A molecular structure, C34H41ClN4P2Ru in a non-equilibrium geometry (ωB97M-V/def2-TZVPD, the Open Molecules 2025 dataset).

Summary:
HOMO (spin up / spin down): -12.490 / -13.120 eV
Total charge: +2
Relative energy (zero: lowest compared OMol25 entry of this formula, charge and spin): 398.7 kJ/mol
2S+1: 5

Atoms and positions in Å:
Ru 0.5755 1.4330 -0.3718
C -1.1266 -1.5422 4.4268
C 0.0102 -1.3166 3.7977
C 0.3982 -1.8821 2.4507
C -0.7424 -2.1902 1.4389
C -1.8340 -1.1767 1.3122
C -2.9826 -1.1949 1.9693
C -3.2540 -2.2383 3.0313
C -2.1323 -2.6059 4.0701
C -0.6914 3.0271 0.0071
H -1.3702 -0.9487 5.3111
H 0.7284 -0.5649 4.1533
H 0.9154 -2.8404 2.6160
H 1.1240 -1.2222 1.9410
H -0.3360 -2.2983 0.4082
H -1.1814 -3.1648 1.7153
H -1.6029 -0.3528 0.6135
H -3.8345 -0.5559 1.7308
H -3.5113 -3.1906 2.5383
H -4.1219 -1.9682 3.6513
H -2.6423 -2.8295 5.0358
H -1.5988 -3.5284 3.7652
H -1.3103 2.6628 0.8415
H -1.3466 3.5008 -0.7381
H 0.0565 3.7732 0.3245
P -0.6583 1.0865 -2.0822
P 2.1601 -0.6351 -0.3885
N -2.2670 0.5007 -2.4945
N -0.4148 2.0632 -3.5486
N 1.7525 -2.5009 -0.8535
N 4.0268 -1.2127 -0.9351
C 0.4180 -0.4005 -2.4210
C 1.8272 0.0242 -2.0209
C -3.4477 1.2456 -2.6683
C -4.3833 0.4455 -3.3226
C -3.7620 -0.8300 -3.5690
C -2.4799 -0.7713 -3.0504
C -0.5457 3.4451 -3.7375
C -0.4707 3.7145 -5.1041
C -0.2848 2.4607 -5.7785
C -0.2837 1.4678 -4.8106
C 1.8495 -3.5541 0.0615
C 1.6676 -4.7736 -0.5970
C 1.5085 -4.4762 -1.9867
C 1.6317 -3.0882 -2.1174
C 4.5593 -2.4135 -1.3995
C 5.8281 -2.2055 -1.9764
C 6.0977 -0.8025 -1.8569
C 4.9660 -0.2336 -1.2312
H 0.3664 -0.8098 -3.4369
H 0.0151 -1.1509 -1.7206
H 2.6371 -0.2011 -2.7238
H 1.8562 1.1516 -1.7657
H -3.5196 2.2443 -2.2629
H -5.3916 0.7128 -3.6204
H -4.1800 -1.6927 -4.0787
H -1.7103 -1.5277 -3.0082
H -0.6580 4.0901 -2.8737
H -0.5535 4.6796 -5.5864
H -0.1633 2.2961 -6.8398
H -0.1821 0.3992 -4.8893
H 2.0691 -3.3783 1.0976
H 1.6628 -5.7476 -0.1314
H 1.3283 -5.1693 -2.7951
H 1.5913 -2.4934 -3.0154
H 4.0278 -3.3415 -1.3324
H 6.4533 -2.9651 -2.4169
H 6.9740 -0.2789 -2.1770
H 4.7725 0.7899 -0.9913
Cl -2.5456 1.6787 3.3374
C -1.3931 2.8190 3.9173
C -1.7294 3.6580 4.9674
C -0.8067 4.5864 5.4705
C 0.4386 4.6906 4.8524
C 0.7886 3.8649 3.7932
C -0.0903 2.8490 3.3024
C 0.3004 1.9057 2.2882
H -2.7270 3.5753 5.3930
H -1.1016 5.2302 6.2971
H 1.1547 5.4220 5.2368
H 1.7769 3.9447 3.3353
H 1.3821 1.8143 2.0536
H -0.3273 1.0127 2.1724

Forces on atoms 1 to 3 (eV/Å):
-0.917 2.410 3.636
-0.453 0.075 0.326
0.627 1.016 -0.942